[1]
{"formula": "C31H36BN3O4ReS3SbSi", "method": "ωB97M-V/def2-TZVPD", "lumo_ha": [-0.03718, -0.03888], "homo_lumo_gap_ha": [0.2299, 0.2290], "elements": ["Re", "S", "Sb", "S", "S", "C", "Si", "C", "C", "N", "C", "C", "C", "C", "C", "C", "O", "C", "C", "C", "C", "C", "C", "H", "H", "H", "H", "H", "H", "H", "H", "H", "H", "H", "H", "H", "H", "H", "H", "H", "H", "N", "C", "O", "C", "C", "C", "N", "C", "C", "H", "H", "H", "H", "H", "H", "C", "C", "C", "C", "C", "C", "C", "C", "O", "B", "O", "C", "C", "H", "H", "H", "H", "H", "H", "H", "H", "H", "H", "H", "H"], "coordinates": [[0.15206, 1.57465, 0.15015], [1.52791, 6.23554, 0.37982], [2.92567, 4.69744, -0.39873], [2.45506, 2.36750, 0.56395], [1.70884, 2.61177, -1.41625], [-4.19459, 1.92011, 1.66259], [-3.17781, 1.97964, 0.08582], [-4.20535, 1.25841, -1.32023], [-1.36279, 4.33790, -0.36508], [-1.69926, 1.01914, 0.34426], [-1.91710, -0.18375, 1.06216], [-3.04555, -0.99697, 0.96916], [-3.21980, -2.06004, 1.84028], [-2.28490, -2.32465, 2.83302], [-1.13056, -1.56035, 2.91052], [-0.95227, -0.54424, 1.99413], [0.23419, 0.22201, 1.94772], [1.42210, -0.54048, 2.08703], [1.55789, -1.78172, 1.49077], [2.76332, -2.44944, 1.62819], [3.80451, -1.88790, 2.35317], [3.63732, -0.65221, 2.95880], [2.43354, 0.02731, 2.83498], [-4.98683, 2.66855, 1.64724], [-3.58143, 2.09053, 2.54797], [-4.66426, 0.94226, 1.76516], [-4.61352, 2.05458, -1.94521], [-5.04946, 0.67751, -0.94587], [-3.60440, 0.61230, -1.96278], [-1.39915, 5.42944, -0.30022], [-0.79144, 4.08423, -1.25706], [0.30015, 4.24983, 0.77223], [-3.78906, -0.79524, 0.21177], [-4.10261, -2.67887, 1.75089], [-2.44185, -3.13312, 3.53277], [-0.36195, -1.76863, 3.64239], [0.75519, -2.20972, 0.90508], [2.88987, -3.40944, 1.14510], [4.74320, -2.41653, 2.45012], [4.44056, -0.21380, 3.53534], [2.26912, 0.98436, 3.31092], [-4.02002, 6.87024, 3.06006], [-4.51071, 5.98413, 2.15029], [-5.69255, 5.93621, 1.86591], [-3.48749, 5.08032, 1.52711], [-3.73300, 4.66438, 0.28065], [-2.78956, 3.78457, -0.46450], [-0.62096, 3.80462, 0.78126], [-1.17624, 4.10265, 2.04484], [-2.35037, 4.66716, 2.35556], [-4.65744, 7.54666, 3.44311], [-3.03172, 7.01662, 3.16191], [-4.65806, 4.98631, -0.18317], [-3.05852, 3.79312, -1.52307], [-0.50721, 3.83558, 2.85493], [-2.50805, 4.78516, 3.42236], [5.26252, -4.22335, -3.08569], [3.85143, -4.75391, -3.34123], [3.70917, -6.09794, -2.61369], [3.69044, -4.97392, -4.85139], [2.77230, -3.78900, -2.84643], [1.42618, -4.13438, -3.00290], [0.38433, -3.31737, -2.57250], [0.73376, -2.12785, -1.97446], [-0.07023, -1.15103, -1.44321], [0.79726, -0.17974, -0.89901], [2.12855, -0.56672, -1.17297], [2.05994, -1.76704, -1.81270], [3.09446, -2.57507, -2.23648], [5.99426, -4.94121, -3.45941], [5.45304, -4.07910, -2.02074], [5.43620, -3.27536, -3.59729], [4.48137, -6.79320, -2.94973], [2.73905, -6.55715, -2.80339], [3.81259, -5.96629, -1.53505], [4.45551, -5.66227, -5.21695], [3.79059, -4.03151, -5.39214], [2.71552, -5.39708, -5.09350], [1.17428, -5.07449, -3.47574], [-0.65088, -3.60217, -2.69872], [4.11574, -2.25851, -2.08396]], "atomic_forces_ev_per_a": [[0.46, 0.16, 0.01], [-0.14, 0.09, 0.08], [0.17, -0.13, -0.09], [0.01, -0.08, -0.16], [-0.01, 0.02, -0.03], [0.02, 0.00, -0.10], [-0.06, -0.06, -0.05], [0.07, 0.03, 0.04], [0.06, -0.04, -0.07], [-0.26, 0.00, -0.09], [0.10, -0.01, 0.14], [0.07, 0.02, 0.04], [0.02, -0.03, 0.06], [-0.05, 0.00, -0.04], [0.08, 0.03, -0.10], [-0.02, -0.02, 0.00], [-0.23, -0.32, -0.08], [-0.02, 0.15, 0.16], [0.05, 0.07, -0.05], [-0.01, -0.03, -0.03], [0.04, 0.02, 0.05], [0.01, -0.02, 0.01], [-0.09, -0.02, 0.00], [-0.02, 0.02, -0.01], [0.01, 0.03, 0.00], [0.00, -0.02, 0.01], [-0.03, 0.02, 0.00], [0.00, -0.03, 0.01], [0.04, 0.00, 0.00], [-0.01, -0.01, -0.01], [-0.01, 0.00, 0.03], [0.00, 0.03, 0.01], [-0.01, 0.01, -0.01], [0.00, -0.01, 0.00], [0.00, -0.02, 0.01], [-0.01, -0.02, 0.01], [-0.03, -0.01, 0.02], [-0.01, -0.01, 0.00], [0.01, 0.00, 0.00], [0.01, 0.01, 0.01], [0.01, 0.04, 0.00], [0.01, 0.00, 0.10], [-0.02, -0.01, -0.05], [-0.02, 0.03, -0.03], [-0.07, 0.01, -0.07], [0.00, 0.01, 0.12], [0.04, -0.01, 0.00], [0.01, 0.00, -0.04], [0.00, -0.07, 0.02], [0.09, -0.04, 0.06], [0.00, 0.01, -0.01], [-0.02, 0.02, -0.01], [-0.01, 0.01, -0.01], [-0.04, 0.02, 0.01], [0.00, 0.01, 0.01], [0.01, -0.01, 0.00], [0.00, 0.01, 0.00], [0.02, -0.01, 0.00], [0.00, 0.00, -0.01], [0.00, -0.01, 0.00], [-0.02, -0.06, -0.02], [0.02, 0.00, 0.00], [0.03, 0.03, 0.01], [0.00, 0.06, 0.02], [0.00, -0.21, 0.01], [-0.19, 0.40, 0.28], [0.07, 0.08, -0.07], [-0.04, -0.20, -0.09], [-0.01, 0.08, 0.05], [0.00, -0.01, 0.00], [0.00, 0.00, 0.02], [0.00, 0.01, -0.01], [0.01, -0.01, -0.01], [-0.01, 0.00, 0.00], [0.01, 0.01, 0.01], [0.01, -0.01, 0.00], [0.00, 0.01, 0.00], [-0.01, 0.00, 0.00], [-0.01, -0.02, -0.01], [-0.02, -0.01, 0.00], [0.01, 0.01, 0.00]], "lowdin_charge": [0.929, -0.170, 0.503, 0.025, 0.051, -0.136, 0.574, -0.157, -0.233, -0.218, -0.283, -0.038, -0.070, -0.071, -0.005, -0.204, -0.148, -0.283, -0.016, -0.046, -0.073, -0.066, -0.050, 0.042, 0.043, 0.030, 0.030, 0.030, 0.039, 0.113, 0.080, -0.060, 0.094, 0.106, 0.104, 0.130, 0.137, 0.114, 0.104, 0.108, 0.116, 0.166, -0.511, 0.052, -0.181, -0.062, -0.279, -0.182, -0.119, -0.051, 0.110, 0.097, 0.131, 0.106, 0.122, 0.111, -0.072, -0.563, -0.050, -0.049, -0.174, -0.039, 0.022, -0.216, 0.118, -0.687, 0.082, -0.211, 0.065, 0.084, 0.084, 0.086, 0.083, 0.076, 0.087, 0.083, 0.091, 0.076, 0.104, 0.119, 0.117]}



[2]
{"formula": "C4H30NO10S", "method": "ωB97M-V/def2-TZVPD", "total_charge": -1, "lumo_ha": 0.09646, "homo_lumo_gap_ha": 0.2696, "elements": ["C", "N", "C", "C", "S", "C", "H", "H", "H", "H", "H", "H", "H", "H", "H", "H", "H", "H", "O", "H", "H", "O", "H", "H", "O", "H", "H", "O", "H", "H", "O", "H", "H", "O", "H", "H", "O", "H", "H", "O", "H", "H", "O", "H", "H", "O"], "coordinates": [[2.09377, -0.15405, 1.73113], [1.15971, 0.95424, 1.46378], [0.50142, 0.82095, 0.14554], [-0.44483, 2.00280, -0.05116], [-1.28245, 1.95135, -1.69517], [2.63673, -0.02591, 3.14453], [2.89663, -0.11533, 0.99266], [1.60628, -1.13005, 1.61113], [0.43470, 0.94001, 2.17583], [1.26938, 0.87411, -0.62281], [-0.00396, -0.14395, 0.01638], [-1.21646, 1.99428, 0.71914], [0.09836, 2.94393, 0.00025], [3.07369, 0.96529, 3.31348], [3.40109, -0.77983, 3.34311], [1.84715, -0.12949, 3.89319], [-1.97383, 0.23888, -1.59633], [-3.09069, -0.85004, -2.22551], [-2.39466, -0.77105, -1.56434], [-1.92661, -2.52661, 2.90327], [-2.86085, -2.49114, 1.66873], [-2.37078, -3.10294, 2.25534], [2.11196, 2.46711, 1.16112], [3.61653, 2.89138, 1.00332], [2.70587, 3.19515, 0.80714], [0.79878, 0.91558, -3.30459], [2.02305, 1.54841, -2.73787], [1.74830, 0.71926, -3.20362], [0.19374, -2.53044, -2.08423], [-1.26917, -2.17184, -1.76268], [-0.66613, -2.95423, -1.82816], [1.89651, -1.55451, -1.13674], [1.82255, -0.87340, -2.52652], [1.84855, -1.76484, -2.09111], [-0.34691, -3.60535, -0.20409], [-0.95696, -3.65230, 1.22143], [-0.12987, -3.86465, 0.72497], [-2.73653, -0.36726, 2.30468], [-2.60806, 0.83506, 3.29313], [-2.38790, -0.09829, 3.18964], [1.43461, 3.40692, -2.02187], [2.46092, 3.10873, -0.91716], [2.31121, 3.05953, -1.89450], [-2.96213, -0.93075, -0.06278], [-4.37956, -0.83755, 0.61025], [-3.44790, -1.02519, 0.83302]], "atomic_forces_ev_per_a": [[-0.42, 0.18, 0.31], [0.16, -0.45, -0.37], [0.04, 0.66, 0.27], [-0.40, -0.55, -0.78], [0.28, 0.13, 0.16], [0.23, 0.16, 0.11], [0.09, 0.13, -0.02], [-0.05, 0.00, -0.03], [0.01, -0.01, 0.03], [0.15, -0.04, -0.07], [-0.15, 0.05, 0.14], [0.03, 0.06, 0.17], [0.09, 0.01, 0.23], [0.05, -0.12, -0.14], [-0.07, 0.02, 0.03], [-0.05, -0.15, -0.12], [-0.42, -0.67, -0.31], [0.13, 0.24, -0.04], [0.23, 0.48, 0.32], [-0.34, -0.22, -0.38], [0.15, -0.12, 0.27], [0.06, 0.24, 0.36], [0.17, 0.08, -0.02], [-0.81, 0.27, -0.15], [0.65, -0.50, 0.38], [0.05, -0.29, 0.10], [0.29, -0.50, -0.07], [-0.42, 0.71, -0.07], [-0.45, -0.48, 0.22], [0.33, -0.62, 0.00], [0.12, 1.00, -0.40], [-0.06, -0.26, -0.71], [0.10, -0.29, 0.20], [0.09, 0.52, 0.57], [0.20, -0.14, 0.47], [0.73, -0.25, -0.32], [-0.66, 0.30, -0.05], [0.07, 0.37, 0.46], [0.03, -0.23, -0.13], [-0.01, 0.01, -0.26], [-0.78, 0.22, -0.13], [-0.02, 0.00, -0.41], [0.71, -0.04, 0.41], [-0.40, -0.05, 0.48], [0.69, -0.14, 0.28], [-0.41, 0.25, -0.99]], "nbo_charge": [-0.226, -0.659, -0.254, -0.507, -0.586, -0.612, 0.182, 0.198, 0.369, 0.200, 0.187, 0.187, 0.195, 0.198, 0.211, 0.206, 0.446, 0.478, -1.059, 0.480, 0.500, -0.981, 0.508, 0.469, -0.997, 0.493, 0.508, -1.005, 0.502, 0.498, -1.020, 0.469, 0.511, -0.988, 0.495, 0.484, -1.033, 0.504, 0.464, -0.996, 0.483, 0.507, -0.992, 0.527, 0.481, -1.023]}



[3]
{"formula": "C23H25N3O5S", "method": "ωB97M-V/def2-TZVPD", "lumo_ha": 0.01151, "homo_lumo_gap_ha": 0.3177, "elements": ["O", "C", "N", "H", "C", "C", "C", "C", "C", "O", "H", "H", "H", "H", "H", "C", "N", "C", "O", "C", "N", "S", "O", "O", "C", "C", "C", "C", "C", "C", "H", "H", "H", "H", "H", "H", "H", "H", "C", "H", "H", "C", "C", "C", "C", "C", "C", "C", "H", "H", "H", "H", "H", "H", "H", "H", "H"], "coordinates": [[-1.40689, 3.70563, -2.03534], [-1.15801, 2.59539, -1.60885], [-0.01047, 1.93838, -1.83603], [0.13922, 0.99964, -1.48300], [1.02995, 2.48223, -2.68101], [1.27038, 1.61682, -3.87651], [1.36250, 0.26093, -3.99166], [1.59382, -0.00143, -5.36472], [1.62632, 1.21242, -5.97623], [1.42901, 2.19809, -5.08369], [1.77557, 1.49930, -6.99808], [1.71682, -0.95903, -5.82801], [1.26950, -0.44572, -3.19298], [1.95336, 2.57762, -2.09439], [0.70715, 3.47462, -3.00841], [-2.16110, 1.83465, -0.73657], [-1.55103, 1.18712, 0.40919], [-1.71438, -0.14349, 0.54444], [-2.30955, -0.81285, -0.28718], [-1.06545, -0.88528, 1.71371], [-0.12780, -1.85417, 1.15962], [1.18749, -1.08179, 0.44915], [1.61677, -0.05953, 1.35797], [0.87959, -0.66291, -0.89657], [2.37140, -2.41139, 0.39978], [3.00913, -2.76431, 1.57298], [3.90793, -3.81766, 1.55855], [4.15321, -4.49960, 0.37599], [3.50712, -4.13389, -0.79448], [2.60605, -3.08120, -0.78448], [2.09057, -2.76492, -1.67729], [3.70464, -4.66595, -1.71232], [4.85518, -5.31988, 0.36638], [4.41665, -4.10644, 2.46544], [2.79748, -2.20397, 2.46901], [-0.59793, -2.41524, 0.45772], [-0.50491, -0.26035, 2.40067], [-1.83972, -1.42778, 2.26116], [-0.91388, 2.07929, 1.35371], [-0.07280, 1.58104, 1.83680], [-0.51181, 2.92053, 0.78327], [-1.90403, 2.62489, 2.40249], [-2.54074, 1.51670, 3.18756], [-3.69929, 0.90358, 2.72679], [-4.25985, -0.15449, 3.42052], [-3.66818, -0.61217, 4.58531], [-2.51732, -0.00261, 5.05665], [-1.95741, 1.05338, 4.36068], [-1.05953, 1.52727, 4.73148], [-2.05662, -0.35035, 5.96961], [-4.10591, -1.43673, 5.12827], [-5.16041, -0.62153, 3.05050], [-4.17146, 1.25922, 1.82274], [-1.35457, 3.29373, 3.06619], [-2.67310, 3.20631, 1.89107], [-2.63591, 1.05648, -1.34113], [-2.92623, 2.54769, -0.41305]], "atomic_forces_ev_per_a": [[-0.18, 0.27, -0.14], [-0.20, -0.20, 0.37], [0.38, -0.26, -0.08], [-0.20, 0.17, 0.08], [0.10, 0.26, -0.19], [-0.06, -0.71, 0.49], [-0.05, 0.63, 0.15], [0.04, 0.42, -0.40], [0.11, -0.84, -0.25], [-0.02, 0.49, 0.13], [0.00, 0.14, -0.10], [0.03, -0.16, -0.17], [-0.03, -0.12, 0.17], [-0.12, 0.08, -0.12], [0.12, -0.12, 0.10], [-0.26, 0.06, -0.24], [0.06, 0.30, -0.32], [-0.23, -0.21, 0.14], [-0.08, -0.29, 0.02], [-0.09, 0.35, 0.05], [0.90, 0.19, -0.19], [-0.11, -0.57, 0.11], [0.11, -0.14, 0.31], [0.15, -0.47, -0.09], [-0.40, 0.37, -0.10], [0.09, 0.00, 0.17], [-0.07, 0.10, 0.03], [-0.01, -0.01, -0.06], [0.01, 0.00, 0.03], [-0.07, 0.07, -0.18], [-0.03, -0.02, -0.15], [0.01, -0.03, -0.08], [0.06, -0.07, 0.00], [0.03, 0.00, 0.08], [0.04, 0.00, 0.19], [-0.02, -0.15, -0.21], [-0.22, -0.02, 0.06], [0.07, 0.13, -0.07], [-0.01, 0.19, 0.44], [-0.05, 0.10, -0.07], [0.09, -0.10, 0.06], [0.14, -0.13, -0.18], [-0.02, 0.19, 0.04], [0.00, 0.03, 0.06], [-0.08, -0.09, -0.02], [-0.05, -0.10, 0.05], [0.07, -0.05, 0.08], [-0.05, 0.02, 0.00], [0.11, 0.06, 0.04], [0.04, -0.03, 0.08], [-0.04, -0.06, 0.04], [-0.08, -0.04, -0.03], [-0.04, 0.06, -0.13], [-0.04, 0.07, -0.01], [0.01, 0.07, 0.03], [0.03, 0.17, 0.09], [0.11, -0.02, -0.09]], "nbo_charge": [-0.632, 0.664, -0.623, 0.435, -0.291, 0.337, -0.346, -0.312, 0.077, -0.410, 0.200, 0.224, 0.238, 0.208, 0.254, -0.324, -0.441, 0.680, -0.655, -0.338, -0.829, 2.288, -0.945, -0.974, -0.256, -0.187, -0.211, -0.184, -0.197, -0.214, 0.241, 0.222, 0.220, 0.223, 0.237, 0.411, 0.237, 0.248, -0.212, 0.229, 0.222, -0.437, -0.031, -0.227, -0.194, -0.226, -0.222, -0.176, 0.205, 0.215, 0.216, 0.218, 0.218, 0.222, 0.216, 0.271, 0.215]}



These records have E_tot values of -95122.5965; -37439.5702; -49800.0002 eV, in the order they appear.
These records have energy above the lowest of the compared OMol25 structures with the same formula, charge and spin values of 163.39; 33.77; 220.00 kJ/mol, in the order they appear.